No. 1
Here is FeH13O7 as an isolated structure at a distorted geometry from the Open Molecules 2025 dataset. Energies are from ωB97M-V/def2-TZVPD.

Geometry as XYZ:
```
21
Properties=species:S:1:pos:R:3:mulliken_spin:R:1
Fe 0.145 31.165 10.634 4.2509
O -0.744 30.442 12.099 0.5091
H -0.735 29.748 12.788 -0.0022
O 1.721 31.624 11.774 0.0537
H 2.633 31.518 11.505 0.0007
H 1.772 31.927 12.681 0.0030
O 1.011 29.366 10.269 0.0657
H 1.152 28.783 11.015 -0.0026
H 1.197 28.824 9.502 0.0025
O -0.558 32.977 10.921 0.0487
H -0.255 33.680 11.497 0.0033
H -1.427 33.259 10.636 0.0014
O -1.086 30.784 9.151 0.0528
H -1.763 30.108 9.129 0.0009
H -1.301 31.363 8.420 0.0016
O -0.975 29.725 14.845 0.0052
H -1.821 29.768 15.289 -0.0007
H -1.128 30.143 13.997 0.0054
O 1.894 28.038 12.473 0.0004
H 2.492 28.344 13.155 0.0003
H 1.197 27.587 12.949 0.0000
```

The net charge is +2. As for the frontier orbital gap (alpha / beta): 10.19 / 7.33 eV. Its highest occupied orbital energy (alpha / beta) is -17.74 / -17.73 eV. Its relative energy (zero: lowest compared OMol25 entry of this formula, charge and spin) is 30.9 kcal per mole. Its spin multiplicity is 6.



No. 2
Here is a 6-piece molecular cluster, H10IO5 overall from the Open Molecules 2025 dataset. Energies are from ωB97M-V/def2-TZVPD.

Geometry as XYZ:
```
16
Properties=species:S:1:pos:R:3:nbo_charge:R:1
I 0.119 -0.160 -0.229 -0.9360
O -0.898 -0.397 -3.774 -0.9668
H -0.497 -0.290 -2.894 0.4936
H -0.268 -0.946 -4.249 0.4566
O 3.068 -0.781 1.816 -0.9688
H 2.206 -0.560 1.414 0.4969
H 3.684 -0.650 1.089 0.4558
O -2.409 -1.898 1.680 -0.9712
H -1.717 -2.516 1.937 0.4649
H -1.955 -1.327 1.039 0.4902
O -0.786 0.738 3.457 -0.9470
H -1.102 0.469 2.581 0.4891
H -1.265 1.551 3.640 0.4541
O 0.884 2.499 -2.666 -0.9679
H -0.073 2.534 -2.761 0.4668
H 1.008 1.734 -2.080 0.4898
```

The net charge is -1. As for the frontier orbital gap: 8.35 eV. Its highest occupied orbital energy is -5.03 eV. Its relative energy (zero: lowest compared OMol25 entry of this formula, charge and spin) is 4.7 kcal per mole.



No. 3
Here is H10NaO5 as an isolated structure from the Open Molecules 2025 dataset. Energies are from ωB97M-V/def2-TZVPD.

Geometry as XYZ:
```
16
Properties=species:S:1:pos:R:3:nbo_charge:R:1
Na 0.034 0.229 0.387 0.9533
O -0.915 -1.730 1.745 -0.9855
H -1.217 -2.441 1.161 0.4945
H -0.782 -2.158 2.603 0.5038
O 2.488 0.050 0.480 -0.9730
H 3.157 0.045 1.176 0.5000
H 2.797 0.714 -0.147 0.4826
O 0.120 -0.635 -1.809 -0.9843
H 0.824 -1.276 -1.981 0.4930
H -0.395 -0.596 -2.624 0.5012
O 0.388 2.378 -0.588 -0.9712
H 0.413 3.323 -0.393 0.5011
H 1.093 2.231 -1.229 0.4802
O -2.454 0.274 0.354 -0.9767
H -2.397 -0.362 1.087 0.4894
H -3.155 -0.047 -0.223 0.4915
```

The net charge is +1. As for the frontier orbital gap: 11.99 eV. Its highest occupied orbital energy is -15.26 eV. Its relative energy (zero: lowest compared OMol25 entry of this formula, charge and spin) is 2.5 kcal per mole.



No. 4
Here is H10NiO17S3 as an isolated structure at a distorted geometry from the Open Molecules 2025 dataset. Energies are from ωB97M-V/def2-TZVPD.

Geometry as XYZ:
```
31
Properties=species:S:1:pos:R:3:mulliken_spin:R:1
Ni 0.205 -0.105 -0.509 1.8000
S 2.764 1.493 0.655 0.0030
O 4.122 0.976 0.713 0.0049
O 2.741 2.598 -0.292 -0.0002
O 1.858 0.396 0.304 0.0426
O 2.352 1.992 1.983 0.0018
S -2.935 -0.852 -1.524 -0.0026
O -3.287 -2.105 -0.786 0.0586
O -3.864 0.247 -1.249 0.0059
O -1.615 -0.477 -1.127 0.0529
O -2.916 -1.138 -2.936 0.0182
S -0.764 -1.913 2.148 -0.0792
O -2.000 -2.559 1.904 0.3892
O -0.141 -1.475 0.875 0.1720
O -1.048 -0.811 2.982 0.0423
O 0.202 -2.799 2.794 0.4137
O 0.123 1.323 -1.890 0.0293
H 0.684 2.084 -2.042 0.0006
H -0.595 1.427 -2.514 -0.0029
O 2.732 -1.746 1.741 0.0017
H 2.424 -0.951 1.305 0.0002
H 3.684 -1.650 1.770 -0.0003
O -0.748 1.166 0.829 0.0387
H -0.422 1.942 1.284 -0.0003
H -1.177 0.650 1.512 -0.0064
O 1.046 -1.653 -1.814 0.0143
H 0.785 -2.141 -2.595 0.0030
H 1.912 -1.997 -1.595 -0.0008
O -2.409 2.640 -0.757 0.0001
H -1.906 3.454 -0.755 0.0002
H -1.805 1.982 -0.413 -0.0005
```

The net charge is -3. As for the frontier orbital gap (alpha / beta): 5.74 / 4.01 eV. Its highest occupied orbital energy (alpha / beta) is 1.28 / 1.48 eV. Its spin multiplicity is 4.



No. 5
Here is a 6-piece molecular cluster, H10O4S overall at a distorted geometry from the Open Molecules 2025 dataset. Energies are from ωB97M-V/def2-TZVPD.

Geometry as XYZ:
```
15
Properties=species:S:1:pos:R:3:mulliken_spin:R:1
S -2.081 0.194 -0.702 0.0770
H 0.856 -0.401 -0.884 0.0058
H -3.404 0.401 -0.862 0.0004
H -1.064 0.154 1.535 -0.0021
H 0.439 0.265 1.946 0.0023
O -0.398 -0.146 2.156 0.0006
H 0.722 0.296 -1.111 0.0235
H 1.051 2.970 1.084 0.0001
O 1.143 2.188 1.636 0.0045
H -1.598 -1.607 -2.060 -0.0007
H -0.893 -2.483 -3.189 0.0001
O -1.185 -2.467 -2.286 0.0006
H 2.542 -0.864 0.885 -0.0275
H 1.494 1.420 1.124 -0.0026
O 2.375 0.082 0.727 0.9181
```

The net charge is -1. As for the frontier orbital gap (alpha / beta): 7.01 / 3.37 eV. Its highest occupied orbital energy (alpha / beta) is -3.59 / -3.22 eV. Its relative energy (zero: lowest compared OMol25 entry of this formula, charge and spin) is 39.1 kcal per mole. Its spin multiplicity is 2.



No. 6
Here is a 5-piece molecular cluster, H10O4S overall at a distorted geometry from the Open Molecules 2025 dataset. Energies are from ωB97M-V/def2-TZVPD.

Geometry as XYZ:
```
15
Properties=species:S:1:pos:R:3:nbo_charge:R:1
O -0.364 2.196 0.349 -0.9754
H -0.916 2.402 1.104 0.4859
H 0.517 1.943 0.661 0.4939
O 0.356 0.825 -1.985 -0.9798
H 0.700 1.619 -2.402 0.4778
H -0.034 1.087 -1.139 0.4996
O 0.762 -3.002 0.983 -0.9290
H 0.951 -2.121 1.333 0.4713
H 1.195 -2.813 0.137 0.4580
O 1.607 0.214 0.463 -0.9922
H 1.345 -0.030 -0.447 0.5073
H 2.458 0.663 0.480 0.4822
S -3.317 -0.850 -0.173 -0.2934
H -2.166 -1.446 -0.501 0.1526
H -3.097 -0.687 1.137 0.1414
```

As for the frontier orbital gap: 9.82 eV. As for the SMILES: O.O.O.O.S. Its highest occupied orbital energy is -9.56 eV. Its relative energy (zero: lowest compared OMol25 entry of this formula, charge and spin) is 14.7 kcal per mole.



No. 7
Here is a 5-piece molecular cluster, H10O4S overall at a distorted geometry from the Open Molecules 2025 dataset. Energies are from ωB97M-V/def2-TZVPD.

Geometry as XYZ:
```
15
Properties=species:S:1:pos:R:3:mulliken_spin:R:1
S -1.973 2.169 -2.369 1.0467
H -1.559 2.329 -1.127 -0.0267
H -0.871 1.381 -2.453 -0.0245
H 0.441 1.651 1.563 0.0001
H -0.367 1.591 0.430 0.0014
O -0.494 1.632 1.375 -0.0004
H -1.351 -1.995 1.135 0.0001
H -1.070 -0.609 1.606 0.0001
O -0.659 -1.488 1.599 0.0000
H 2.290 -2.126 0.105 0.0000
H 2.334 -1.682 1.504 0.0000
O 2.356 -1.286 0.592 0.0000
H 0.988 -0.404 -0.949 -0.0003
H -0.431 -0.772 -1.330 -0.0003
O 0.367 -0.391 -1.680 0.0038
```

The net charge is +1. As for the frontier orbital gap (alpha / beta): 9.36 / 3.77 eV. Its highest occupied orbital energy (alpha / beta) is -14.30 / -14.30 eV. Its relative energy (zero: lowest compared OMol25 entry of this formula, charge and spin) is 22.8 kcal per mole. Its spin multiplicity is 2.



No. 8
Here is a 5-piece molecular cluster, H10O5 overall from the Open Molecules 2025 dataset. Energies are from ωB97M-V/def2-TZVPD.

Geometry as XYZ:
```
15
Properties=species:S:1:pos:R:3:nbo_charge:R:1
O -20.685 13.903 13.192 -0.9594
H -20.111 13.565 12.471 0.4961
H -21.560 13.552 13.008 0.4474
O -21.686 12.102 10.173 -0.9482
H -21.814 12.104 11.128 0.4753
H -22.576 12.130 9.805 0.4841
O -17.660 15.525 9.621 -0.9604
H -17.055 15.695 8.890 0.4891
H -17.368 16.115 10.327 0.4807
O -19.415 13.608 10.719 -1.0039
H -19.202 14.447 10.272 0.5041
H -20.120 13.207 10.174 0.5020
O -16.930 12.566 10.232 -0.9591
H -17.800 12.335 10.565 0.4847
H -16.835 13.492 10.461 0.4676
```

As for the frontier orbital gap: 10.78 eV. As for the SMILES: O.O.O.O.O. Its highest occupied orbital energy is -10.42 eV. Its relative energy (zero: lowest compared OMol25 entry of this formula, charge and spin) is 21.6 kcal per mole.